# C4H9DyNaO4

A molecular structure, C4H9DyNaO4 in a non-equilibrium geometry (ωB97M-V with the def2-TZVPD basis set, the OMol25 dataset).

```
19
Properties=species:S:1:pos:R:3:forces:R:3
O -0.5912 -2.4081 -1.2324 2.11 -1.36 -0.77
Dy -2.0886 -1.1126 -1.2593 -0.52 2.04 -2.00
O -3.0188 -0.9281 0.4443 -0.91 -0.26 0.83
C -2.4313 -0.1453 1.3868 0.46 1.28 1.93
O -1.0411 0.1175 1.1176 -0.10 -0.75 -0.23
C -0.8234 0.7766 -0.1937 -0.55 -0.23 -0.08
C 0.6266 1.1551 -0.2266 0.25 0.35 -0.14
O 1.4608 -0.0018 -0.3499 -0.50 -0.58 -0.01
C 2.8366 0.2900 -0.4145 0.57 0.25 -0.02
Na 0.4024 -1.7557 0.7102 0.26 0.19 0.18
H -2.4188 -0.6307 2.3845 -0.12 0.19 -0.49
H -2.9264 0.8486 1.4816 0.05 -0.57 -0.16
H -1.3860 1.7307 -0.1656 0.07 -0.26 -0.06
H 0.0451 -2.4973 -1.9839 -0.61 -0.13 1.03
H 0.9452 1.6792 0.6990 -0.24 -0.04 -0.33
H 0.7965 1.8155 -1.0957 0.00 -0.11 0.29
H 3.3775 -0.6611 -0.4943 -0.12 0.27 0.02
H 3.0660 0.9049 -1.3008 -0.05 -0.15 0.28
H 3.1687 0.8225 0.4927 -0.04 -0.11 -0.28
```
Forces are in eV/Å.

Computed properties:
Orbital gap (alpha / beta) = 7.512 / 7.704 eV
Net charge = +1
HOMO (alpha / beta) = -0.4298 / -0.4262 Ha
Total energy = -40978.40059 eV
Spin multiplicity = 6